Record 1
A molecular structure, C12H5F5SbSe5Tc, computed with ωB97M-V/def2-TZVPD.

The HOMO energy (spin up / spin down) comes out at -15.13 / -15.13 eV. For the largest force on an atom, the calculation gives 0.51 eV/Å. The calculation puts the electronic energy at -361559.789 eV. The gap between HOMO and LUMO (spin up / spin down) comes out at 4.832 / 4.837 eV.

```
! RIJCOSX wB97M-V def2-TZVPD def2/J DEFGRID3
* xyz 2 1
Tc 0.35726 1.12840 0.54244
Se -1.78231 4.38378 3.38518
Sb 0.32418 4.41566 2.50012
Se 0.93648 0.97970 2.60863
Se 0.33997 3.26838 -0.09694
Se 2.54155 5.02192 2.54269
Se 1.82517 -0.04826 -0.80575
C 3.59623 -0.19770 -0.20462
C 4.36793 -1.07686 -0.97346
C 5.69939 -1.25599 -0.64729
C 6.24710 -0.56667 0.42776
C 5.47172 0.31252 1.18075
C 4.13995 0.50499 0.87209
H 3.93093 -1.61489 -1.80583
H 6.30685 -1.93534 -1.22885
H 7.28952 -0.70821 0.68066
H 5.91523 0.85269 2.00623
H 3.54413 1.20301 1.44406
F -0.69386 -1.66317 0.76357
C -1.71357 -0.89523 0.38889
C -1.50576 0.49298 0.25231
C -2.63178 1.27748 -0.08594
F -2.54560 2.59624 -0.19336
C -3.85815 0.70688 -0.32316
F -4.89781 1.44256 -0.65194
C -4.00364 -0.68113 -0.21802
F -5.16367 -1.21965 -0.45348
C -2.92774 -1.48960 0.13911
F -3.08532 -2.79190 0.24427
*
```


Record 2
C2H5NO in the gas phase, computed with ωB97M-V/def2-TZVPD.

The HOMO energy comes out at -9.86 eV. As for the energy above the lowest of the compared OMol25 structures with the same formula, charge and spin: 12.1 kcal/mol. For the largest force on an atom, the calculation gives 0.41 eV/Å. The calculation puts the electronic energy at -5692.705 eV. The gap between HOMO and LUMO comes out at 10.764 eV.

```
! RIJCOSX wB97M-V def2-TZVPD def2/J DEFGRID3
* xyz 0 1
C 0.64058 -0.81069 0.39845
N -0.31731 -0.14546 -0.45594
C -0.62068 1.17090 -0.31875
O 0.01083 1.96983 0.34340
H 0.87509 -0.13816 1.22603
H 0.19228 -1.72486 0.79820
H 1.56977 -1.06796 -0.11977
H -0.84110 -0.69321 -1.12080
H -1.55038 1.43941 -0.85351
*
```


Record 3
9 unconnected molecules or ions with the total composition C37H49N8O15 at a distorted geometry, computed with ωB97M-V/def2-TZVPD.

The HOMO energy comes out at -6.19 eV. As for the energy above the lowest of the compared OMol25 structures with the same formula, charge and spin: 20.0 kcal/mol. For the largest force on an atom, the calculation gives 12.98 eV/Å. The calculation puts the electronic energy at -81770.724 eV. The gap between HOMO and LUMO comes out at 6.845 eV.

```
! RIJCOSX wB97M-V def2-TZVPD def2/J DEFGRID3
* xyz -1 1
C -0.36939 1.13065 -1.22230
O -0.21229 1.11296 -0.01435
O -1.12425 2.12731 -1.74140
O 0.18923 0.36058 -2.03779
H -1.68600 2.30397 -1.10896
C -0.21576 0.36839 3.38162
C -0.36413 -1.23138 3.60555
C 0.19589 -1.80272 4.89499
C 0.93894 -0.84112 5.95472
C 1.11688 0.66533 5.59219
C 0.42150 1.20398 4.29213
N 1.57417 -1.48488 7.13197
O 1.11115 -2.58371 7.49989
O 2.42502 -0.77596 7.68344
H -0.88431 0.69488 2.45203
H -0.75730 -1.94363 2.96563
H 0.29553 -2.88927 4.98737
H 1.74893 1.06065 6.33188
H 0.29343 2.23563 3.95405
C -2.61310 5.30815 5.50907
C -2.62694 3.85845 5.68152
C -2.56920 2.98757 4.49239
C -2.71309 3.64164 3.12971
C -2.58239 5.17017 2.98755
C -2.53907 5.92216 4.25247
N -2.96552 2.77241 1.85037
O -2.73553 3.16040 0.71675
O -3.44843 1.75846 2.08764
H -2.82280 6.01535 6.42014
H -2.55273 3.42864 6.69323
H -2.73624 1.88198 4.60212
H -2.69707 5.67427 2.16833
H -2.63881 7.08520 4.08717
C 4.27900 -1.21006 -0.28648
C 5.52342 -1.78089 0.50373
C 5.28532 -2.35899 1.79911
C 3.99522 -2.20613 2.60507
C 2.88137 -1.62704 1.84506
C 3.00640 -1.05296 0.37088
N 3.97955 -2.50009 4.03804
O 5.13169 -2.63996 4.73075
O 2.87613 -2.92001 4.38868
H 4.48279 -0.86800 -1.22017
H 6.47345 -1.80894 -0.06036
H 6.08024 -2.77732 2.44089
H 1.89898 -1.47831 2.15381
H 2.24357 -0.56143 -0.16295
C -4.28708 -0.34027 -0.57782
C -5.49758 -1.06570 -0.06620
C -6.02609 -2.27364 -0.90178
C -5.35277 -2.56611 -2.29305
C -4.10686 -1.84323 -2.61586
C -3.56874 -0.71118 -1.75832
N -5.84675 -3.61401 -3.18650
O -6.99164 -3.98764 -2.97521
O -5.27388 -3.84713 -4.26267
H -3.99072 0.64425 -0.04167
H -6.29282 -0.88201 0.76121
H -6.76514 -2.85232 -0.65919
H -3.50317 -2.08545 -3.56052
H -2.66500 -0.19318 -2.24661
C 2.93754 2.68245 -0.77114
O 3.93629 2.77187 -1.53800
N 2.61721 3.68117 0.05468
C 1.48137 3.54762 0.86190
C 3.28336 4.93878 0.03054
H 1.93907 1.97156 -0.80003
H 0.47973 3.63887 0.40648
H 1.65269 4.28187 1.69346
H 1.54322 2.65157 1.23454
H 2.79397 5.86667 0.40132
H 3.55161 4.95298 -0.88733
H 4.25988 4.81423 0.64451
C -0.34725 -4.61742 1.07255
O 0.86336 -4.54222 1.21823
N -1.13721 -3.64813 0.65683
C -2.56467 -3.82845 0.40281
C -0.50995 -2.33179 0.19393
H -0.86401 -5.72769 1.17805
H -2.78129 -4.87131 0.45300
H -2.88388 -3.65663 -0.61377
H -3.13761 -3.23096 1.13119
H -0.45198 -1.98745 -0.79951
H 0.43849 -2.13632 0.69525
H -1.01544 -1.49925 0.53468
C -0.64275 -1.68812 -4.73680
O -0.06477 -2.72510 -5.03044
N -1.48678 -1.07648 -5.64637
C -2.01902 0.17154 -5.41323
C -1.36676 -1.47901 -6.97705
H -0.59528 -1.42617 -3.72569
H -1.34479 0.99499 -5.90128
H -2.22958 0.53843 -4.43494
H -2.96692 0.19166 -6.03509
H -1.30568 -2.57442 -7.14783
H -0.44613 -1.07666 -7.56599
H -2.15299 -1.02929 -7.77671
C 4.34274 1.50324 -4.63274
O 5.27561 1.81975 -5.24583
N 3.87469 0.17485 -4.55394
C 2.66644 -0.25157 -3.92472
C 4.59147 -0.84779 -5.27395
H 3.83060 2.32165 -4.06995
H 1.82406 0.43705 -4.03874
H 2.79032 -0.10786 -2.91449
H 2.46007 -1.10768 -4.03520
H 5.79028 -0.74341 -4.92341
H 4.44344 -0.87441 -6.32056
H 4.22203 -1.83597 -5.17214
*
```


The highest largest force on an atom belongs to which entry?
C37H49N8O15


What did the first record say?
A molecular structure, C12H5F5SbSe5Tc, computed with ωB97M-V/def2-TZVPD.

The HOMO energy (spin up / spin down) comes out at -15.13 / -15.13 eV. For the largest force on an atom, the calculation gives 0.51 eV/Å. The calculation puts the electronic energy at -361559.789 eV. The gap between HOMO and LUMO (spin up / spin down) comes out at 4.832 / 4.837 eV.

```
! RIJCOSX wB97M-V def2-TZVPD def2/J DEFGRID3
* xyz 2 1
Tc 0.35726 1.12840 0.54244
Se -1.78231 4.38378 3.38518
Sb 0.32418 4.41566 2.50012
Se 0.93648 0.97970 2.60863
Se 0.33997 3.26838 -0.09694
Se 2.54155 5.02192 2.54269
Se 1.82517 -0.04826 -0.80575
C 3.59623 -0.19770 -0.20462
C 4.36793 -1.07686 -0.97346
C 5.69939 -1.25599 -0.64729
C 6.24710 -0.56667 0.42776
C 5.47172 0.31252 1.18075
C 4.13995 0.50499 0.87209
H 3.93093 -1.61489 -1.80583
H 6.30685 -1.93534 -1.22885
H 7.28952 -0.70821 0.68066
H 5.91523 0.85269 2.00623
H 3.54413 1.20301 1.44406
F -0.69386 -1.66317 0.76357
C -1.71357 -0.89523 0.38889
C -1.50576 0.49298 0.25231
C -2.63178 1.27748 -0.08594
F -2.54560 2.59624 -0.19336
C -3.85815 0.70688 -0.32316
F -4.89781 1.44256 -0.65194
C -4.00364 -0.68113 -0.21802
F -5.16367 -1.21965 -0.45348
C -2.92774 -1.48960 0.13911
F -3.08532 -2.79190 0.24427
*
```